1.
Molecular formula: C43H44N4O3PdTe
Method: DFT, ωB97M-V with the def2-TZVPD basis set

The geometry in XYZ format:
```
96
Properties=species:S:1:pos:R:3:forces:R:3
H -1.010 -1.690 4.538 0.01 -0.03 0.06
C -1.145 -1.704 -4.660 -0.02 0.02 0.00
H 0.835 3.696 0.737 -0.04 -0.01 0.01
H 3.013 3.911 0.028 0.02 -0.04 0.00
H 2.345 -0.714 -4.369 0.00 -0.01 -0.02
H 4.851 2.184 -0.105 -0.03 0.05 0.00
C 5.863 4.781 -3.724 0.02 0.00 0.01
C -2.877 5.720 -2.226 -0.03 0.02 0.01
C 2.905 -1.655 1.740 -0.02 -0.05 -0.04
C 0.859 3.827 -4.952 0.00 -0.04 -0.10
C -1.541 -1.105 -3.473 0.00 -0.06 0.08
O 1.497 -1.593 3.648 -0.04 -0.04 -0.11
H 2.724 -2.245 -3.543 0.00 -0.02 -0.02
H 1.362 2.216 -0.067 -0.10 0.06 0.02
H 7.668 6.687 -3.651 0.02 0.00 -0.02
C 2.904 -1.731 3.284 0.04 -0.01 0.04
C -3.273 -0.609 2.234 0.11 0.01 0.08
H 5.882 2.451 -5.017 0.03 -0.01 -0.02
H 6.585 4.771 -4.532 0.04 0.00 -0.05
C -2.117 0.889 -4.679 0.05 -0.02 0.00
C -2.029 0.194 -3.478 -0.01 0.03 -0.01
H -4.519 1.671 -1.991 0.01 -0.04 -0.05
C -1.638 4.876 -2.303 0.00 -0.04 -0.02
H -3.638 5.366 -2.923 0.00 0.00 -0.01
H -0.937 -1.481 -6.782 0.02 -0.02 -0.04
H 2.946 -2.659 1.306 0.00 0.03 0.04
C 0.039 3.470 -1.239 -0.05 0.05 0.01
C 3.029 4.848 -0.531 0.01 -0.01 0.02
N 1.559 -1.136 1.447 -0.18 0.17 0.26
H 6.656 7.772 -2.696 -0.01 0.03 0.00
H 7.045 1.088 -0.307 0.04 0.02 -0.02
C 4.041 -0.852 1.159 -0.01 -0.08 0.01
C 4.972 1.161 0.227 -0.03 0.02 -0.02
C 0.518 2.897 0.064 0.09 -0.19 0.06
C 5.968 5.740 -2.736 -0.03 0.00 0.03
H 7.324 -1.258 0.429 0.04 -0.03 -0.01
C -0.574 -0.948 2.575 -0.08 0.07 -0.15
H -3.301 5.711 -1.223 -0.01 0.00 0.02
H 4.600 3.363 -5.795 -0.02 0.00 -0.04
C 0.184 3.945 -3.615 -0.03 0.03 -0.01
C -2.355 -0.291 1.247 0.22 0.00 0.03
C -0.970 4.708 -3.512 -0.01 -0.02 0.01
H -4.329 -0.483 2.055 -0.06 0.00 0.01
C -2.451 0.885 -2.208 0.04 0.03 -0.04
H -0.294 2.357 0.562 0.05 -0.01 -0.02
H 7.725 6.635 -1.891 0.02 0.00 0.04
H -1.353 5.195 -4.401 -0.02 0.03 -0.05
H -2.657 6.755 -2.489 0.00 0.03 -0.01
N 1.344 0.391 -2.000 -0.02 0.19 0.16
C -1.732 0.287 -5.866 0.00 -0.01 -0.03
H 2.019 5.035 -0.894 0.03 0.03 0.01
H -1.433 -1.648 -2.539 -0.02 0.04 -0.06
C 4.860 3.810 -3.718 0.05 0.02 -0.01
H 3.679 -0.787 -3.215 0.00 -0.01 0.02
C 2.679 -1.165 -3.434 0.07 -0.01 -0.05
H -1.611 4.378 -0.228 -0.02 0.01 0.05
C 6.208 0.545 0.108 -0.01 0.02 0.01
O 1.190 -1.765 -1.655 -0.11 -0.14 0.13
Te 2.444 2.165 -2.739 0.07 -0.03 -0.10
C 3.919 3.825 -2.686 -0.18 -0.05 0.09
C 3.893 0.467 0.757 -0.06 0.05 -0.01
C 0.889 -1.203 2.530 -0.01 0.02 -0.07
H -2.160 1.936 -2.282 -0.01 0.06 0.01
C 6.364 -0.770 0.521 0.01 -0.01 -0.01
H 0.337 4.431 -5.692 0.00 0.01 -0.04
N -1.045 -0.442 1.439 -0.21 -0.24 0.13
O -3.954 0.463 -0.416 0.11 -0.02 0.00
C -3.950 0.756 -1.850 -0.08 0.01 -0.04
H 3.449 -0.906 3.744 -0.03 -0.02 -0.03
H 0.866 2.792 -5.301 0.00 0.02 0.00
C 5.284 -1.466 1.036 -0.02 0.03 -0.04
H -2.466 1.914 -4.681 -0.04 0.08 0.01
C -1.415 -1.287 3.623 -0.08 0.13 -0.12
H 3.294 5.644 0.162 0.01 0.01 0.02
C 1.727 -0.816 -2.332 -0.03 0.07 -0.09
C -1.116 4.252 -1.184 -0.01 -0.07 -0.04
H -0.757 -2.712 -4.645 0.03 -0.05 0.00
C 5.025 5.727 -1.712 -0.02 -0.01 -0.04
C -2.782 -1.102 3.440 0.08 0.01 -0.06
H 3.248 -2.682 3.683 0.05 0.04 -0.02
H 5.083 6.473 -0.929 0.01 0.03 0.04
C 4.009 4.787 -1.667 0.01 0.04 0.01
C -2.686 0.189 -0.120 0.07 0.00 0.05
H 4.201 1.997 -4.766 0.09 0.06 -0.02
H -3.469 -1.361 4.232 -0.03 -0.01 0.03
H 5.403 -2.501 1.327 0.01 -0.08 0.03
C 0.687 3.318 -2.465 0.08 -0.02 0.10
H -4.435 -0.080 -2.356 0.04 0.04 0.01
H 2.926 0.948 0.843 0.00 0.01 0.00
H 1.895 4.170 -4.909 0.00 0.01 0.00
C 7.065 6.763 -2.749 0.03 0.03 -0.02
H -1.805 0.834 -6.796 0.00 0.02 -0.03
Pd 0.284 -0.303 -0.303 0.33 -0.08 -0.21
C 4.876 2.844 -4.876 -0.05 -0.13 -0.04
C -1.243 -1.012 -5.858 0.00 0.00 0.02
N -1.794 0.340 -1.016 -0.18 -0.06 0.28
```
Forces are in eV/Å.

* HOMO level (alpha / beta): -9.385 / -10.377 eV
* ⟨S²⟩: 3.76
* strongest force on any atom: 0.40 eV/Å
* spin multiplicity: 4
* lowest unoccupied orbital energy (alpha / beta): -3.19 / -3.98 eV
* E_tot: -68174.265 eV
* charge: +1

***

2.
Molecular formula: C43H45AsN7O4S3Tl
Method: DFT, ωB97M-V with the def2-TZVPD basis set

The geometry in XYZ format:
```
104
Properties=species:S:1:pos:R:3:forces:R:3
H 0.552 -3.214 5.259 -0.01 0.00 0.00
C 2.456 -4.020 4.679 -0.03 0.01 -0.03
C -2.445 1.379 4.531 0.05 -0.01 -0.03
C -1.803 2.556 5.163 -0.02 -0.02 -0.02
H 4.554 3.363 1.455 -0.04 -0.01 -0.01
H -3.973 2.040 -7.289 0.01 0.00 -0.01
H -2.814 -1.636 -4.206 0.00 -0.01 0.00
N -0.609 0.823 2.953 0.12 -0.04 0.02
H -1.165 -7.559 -1.287 0.00 0.00 -0.01
H 3.954 -0.548 -2.674 -0.02 -0.01 -0.01
H -0.071 -2.550 2.951 0.03 -0.01 -0.01
C -1.508 4.548 0.378 -0.02 -0.02 0.02
C -1.998 0.763 -3.268 -0.03 0.05 -0.08
H 3.650 -4.074 1.497 -0.02 0.01 0.01
H -4.568 -0.746 4.004 -0.01 0.03 -0.01
C -2.713 -0.357 3.137 0.00 -0.07 0.01
C -4.111 -0.070 -6.918 0.01 0.02 0.02
H -2.266 3.773 0.368 0.01 0.02 -0.02
N -1.863 0.655 3.509 0.20 0.12 -0.05
C -0.173 4.222 0.606 -0.04 -0.06 -0.02
C 0.514 -6.243 -1.506 -0.04 -0.01 0.02
H -1.094 7.894 -0.040 0.00 -0.01 0.00
C 2.982 -3.903 2.333 0.05 -0.06 0.00
C -1.287 -5.885 0.052 0.01 -0.01 -0.02
S 1.318 -2.803 0.420 0.26 -0.17 0.34
H -2.837 6.162 -0.045 0.01 0.01 0.01
H -2.714 -5.752 -5.629 0.01 0.00 -0.02
C 3.333 -4.259 3.627 -0.03 0.01 0.02
N -3.598 0.885 4.841 0.03 -0.09 -0.08
C 0.811 5.214 0.583 0.05 0.02 0.05
C -0.683 -4.719 0.493 0.00 0.06 0.01
H -1.366 -3.802 -2.960 0.01 -0.01 0.02
C 0.514 -2.838 -5.645 -0.02 -0.02 -0.03
H -1.159 -4.106 1.250 0.02 -0.02 0.00
S 4.882 0.948 1.462 0.01 -0.08 -0.02
H -4.858 -0.400 -0.782 0.00 0.00 0.01
H -4.648 -0.281 -7.834 0.01 0.00 0.00
H -2.935 -4.381 -4.514 -0.02 0.02 0.00
As -3.145 1.212 -1.706 -0.07 0.04 0.00
H -5.396 2.341 -1.873 0.01 0.00 0.02
N -3.742 -0.176 3.982 -0.14 0.03 0.02
C -3.732 1.230 -6.612 0.00 -0.02 0.03
S -2.540 -1.502 1.940 -0.06 -0.04 0.10
H 3.601 -0.889 -4.370 0.02 0.01 0.02
N 1.996 4.541 0.820 -0.01 -0.01 -0.01
H 2.729 -4.306 5.687 0.01 0.01 -0.01
H 2.059 -4.723 -1.499 -0.02 0.00 0.00
C -0.814 6.865 0.143 0.01 -0.03 -0.01
C 1.272 -1.891 -5.008 -0.01 -0.03 0.01
C 4.038 2.422 1.353 0.10 0.09 0.13
C 1.685 3.213 0.958 0.10 0.00 -0.02
H -0.842 2.287 5.606 -0.01 0.00 0.00
H -1.304 1.596 -3.390 0.01 0.01 0.01
N 0.406 2.984 0.851 -0.11 -0.03 0.16
H 1.283 7.317 0.355 -0.01 0.01 -0.01
H 3.481 0.778 -3.737 0.00 -0.01 0.01
C -3.783 -1.099 -6.046 -0.01 0.01 0.01
C 1.231 -3.410 4.438 0.05 -0.02 -0.01
H -4.954 1.683 -3.466 -0.01 -0.01 0.01
O 2.630 -2.739 -0.298 -0.20 0.09 0.04
H 0.115 0.800 3.659 -0.03 -0.03 0.02
C 0.089 -2.244 -2.899 0.10 -0.02 0.10
C 3.406 0.103 1.230 0.06 -0.02 -0.15
C 1.890 -0.485 -3.055 -0.07 -0.12 -0.09
C 0.876 -3.045 3.146 -0.06 0.05 -0.04
H -0.531 1.645 2.361 -0.05 0.07 -0.05
H -2.231 -6.195 0.482 0.00 0.00 0.00
H -1.626 3.342 4.428 0.00 -0.01 0.00
C -1.811 5.875 0.146 0.00 0.00 0.01
H 4.291 -4.726 3.817 0.00 0.00 0.00
H -2.731 2.512 -5.214 -0.03 0.00 0.00
H 0.968 -6.824 -2.298 0.01 0.00 0.01
H -4.224 3.195 -2.887 -0.01 0.00 0.00
C -0.452 -3.538 -4.898 0.04 -0.02 0.09
O -1.158 -4.476 -5.588 -0.07 0.03 0.00
C -3.094 -0.828 -4.872 -0.01 -0.03 -0.01
O -0.139 -2.025 -1.658 -0.22 0.19 0.05
Tl -0.245 0.045 -0.187 -0.02 -0.21 -0.27
H 0.625 -3.051 -6.699 0.02 0.00 0.02
C 3.317 -0.278 -3.519 0.00 0.01 -0.05
C 1.092 -1.554 -3.652 0.01 0.12 -0.03
C -4.583 2.210 -2.588 0.00 0.04 -0.05
H -1.853 -5.721 -4.072 0.02 0.01 0.02
C -0.687 -6.649 -0.945 0.02 0.03 0.00
C 1.750 -3.313 2.102 0.01 0.05 -0.01
C -3.040 1.496 -5.440 0.02 -0.01 0.01
H -4.555 -0.766 -2.499 0.01 0.01 0.00
C 1.131 -5.078 -1.066 0.02 -0.03 -0.03
H -3.389 -1.266 -1.246 0.00 0.00 0.00
C -0.642 -3.271 -3.563 -0.04 0.05 -0.09
H 2.916 4.940 0.829 0.01 -0.01 -0.04
H -1.413 -0.103 -2.951 0.04 0.00 0.00
C -2.718 0.474 -4.547 0.01 0.00 0.03
O 1.484 0.264 -2.166 0.03 0.05 0.06
H -4.055 -2.119 -6.286 0.01 0.01 0.01
H 3.400 -0.977 1.139 -0.08 0.02 0.02
H -2.458 2.935 5.943 0.00 0.01 0.00
C -2.220 -5.112 -4.902 0.05 -0.03 -0.02
C -4.092 -0.490 -1.551 0.01 -0.08 -0.04
C 0.530 -4.341 -0.065 -0.02 0.06 -0.11
C 2.712 2.186 1.158 -0.11 -0.02 -0.14
H 2.000 -1.346 -5.597 0.01 -0.01 0.03
C 0.515 6.554 0.361 0.00 -0.02 0.01
N 2.362 0.856 1.084 0.07 0.11 0.16
```
Forces are in eV/Å.

* HOMO level: -6.692 eV
* strongest force on any atom: 0.46 eV/Å
* spin multiplicity: 1
* lowest unoccupied orbital energy: 0.04 eV
* relative energy (zero: lowest compared OMol25 entry of this formula, charge and spin): 0.400 eV
* E_tot: -161980.078 eV

***

Q: strongest force on any atom of number 2 (C43H45AsN7O4S3Tl)?
A: 0.46 eV/Å